# 1
C18H39Br2F11NO10 | ωB97M-V/def2-TZVPD

Each atom is followed by the atoms it is bonded to, with distances in Å.
Geometry (Å):
1 C -2.53 2.97 -1.41  C2 1.298, H35 1.086, H36 1.073
2 C -2.39 2.34 -2.53  C1 1.298, C3 1.519, H37 1.080
3 C -1.01 1.98 -3.04  C2 1.519, C4 1.518, N18 1.506, H38 1.088
4 C -1.00 1.46 -4.47  C3 1.518, O5 1.412, H39 1.097, H40 1.088
5 O 0.31 1.17 -4.89  C4 1.412, C6 1.412
6 C 0.98 0.24 -4.06  O5 1.412, C7 1.544, C8 1.555, H41 1.094
7 C 2.37 0.04 -4.70  C6 1.544, H42 1.086, H43 1.084, H44 1.086
8 C 1.11 0.78 -2.61  C6 1.555, C9 1.541, N18 1.489, H45 1.087
9 C 2.01 2.03 -2.64  C8 1.541, C10 1.546, H46 1.084, H47 1.086
10 C 1.79 3.02 -1.48  C9 1.546, C11 1.538, H48 1.083, H49 1.091
11 C 3.11 3.54 -0.89  C10 1.538, F12 1.327, Br13 1.978, C14 1.544
12 F 4.10 3.59 -1.78  C11 1.327
13 Br 2.76 5.42 -0.36  C11 1.978
14 C 3.51 2.78 0.39  C11 1.544, F15 1.319, F16 1.317, Br17 1.955
15 F 2.52 2.80 1.25  C14 1.319
16 F 3.76 1.51 0.12  C14 1.317
17 Br 5.04 3.61 1.29  C14 1.955
18 N -0.27 1.05 -2.11  C3 1.506, C8 1.489, C19 1.520, H50 1.024
19 C -0.98 -0.27 -1.91  N18 1.520, C20 1.495, H51 1.084, H52 1.086
20 C -1.69 -0.34 -0.60  C19 1.495, O21 1.420, H53 1.094, H54 1.096
21 O -0.78 -0.15 0.47  C20 1.420, C22 1.401
22 C -1.43 -0.24 1.71  O21 1.401, C23 1.533, H55 1.090, H56 1.094
23 C -0.40 -0.67 2.76  C22 1.533, F24 1.342, F25 1.340, C26 1.553
24 F 0.74 -0.03 2.44  C23 1.342
25 F -0.75 -0.24 3.98  C23 1.340
26 C -0.19 -2.21 2.72  C23 1.553, F27 1.316, F28 1.349, C29 1.554
27 F -0.59 -2.73 1.58  C26 1.316
28 F -1.01 -2.70 3.67  C26 1.349
29 C 1.25 -2.64 3.09  C26 1.554, F30 1.342, F31 1.311, C32 1.554
30 F 1.14 -3.89 3.58  C29 1.342
31 F 1.73 -1.92 4.08  C29 1.311
32 C 2.25 -2.73 1.91  C29 1.554, F33 1.331, F34 1.333, H57 1.092
33 F 2.40 -3.99 1.52  C32 1.331
34 F 1.90 -1.96 0.87  C32 1.333
35 H -1.65 3.08 -0.78  C1 1.086
36 H -3.48 3.37 -1.11  C1 1.073
37 H -3.22 2.07 -3.18  C2 1.080
38 H -0.47 2.93 -3.06  C3 1.088
39 H -1.71 0.62 -4.60  C4 1.097
40 H -1.36 2.27 -5.09  C4 1.088
41 H 0.50 -0.74 -4.08  C6 1.094
42 H 2.34 -0.89 -5.26  C7 1.086
43 H 3.17 0.02 -3.97  C7 1.084
44 H 2.51 0.81 -5.45  C7 1.086
45 H 1.63 0.01 -2.04  C8 1.087
46 H 1.97 2.53 -3.60  C9 1.084
47 H 3.03 1.66 -2.57  C9 1.086
48 H 1.29 3.89 -1.88  C10 1.083
49 H 1.23 2.62 -0.63  C10 1.091
50 H -0.30 1.50 -1.19  N18 1.024
51 H -1.68 -0.51 -2.71  C19 1.084
52 H -0.23 -1.06 -1.90  C19 1.086
53 H -2.54 0.34 -0.51  C20 1.094
54 H -2.10 -1.35 -0.52  C20 1.096
55 H -1.83 0.73 2.00  C22 1.090
56 H -2.28 -0.93 1.67  C22 1.094
57 H 3.22 -2.38 2.26  C32 1.092
58 O -0.26 -2.78 6.64  H59 0.963, H60 0.965
59 H -0.36 -2.80 5.68  O58 0.963
60 H -0.21 -1.84 6.85  O58 0.965
61 O -1.55 -5.47 4.41  H62 0.964, H63 0.963
62 H -1.60 -4.81 5.11  O61 0.964
63 H -0.60 -5.56 4.24  O61 0.963
64 O -2.04 2.26 3.67  H65 0.967, H66 0.964
65 H -1.45 1.53 3.89  O64 0.967
66 H -1.61 3.05 4.03  O64 0.964
67 O -4.09 4.21 -4.42  H68 0.964, H69 0.964
68 H -4.56 4.46 -5.23  O67 0.964
69 H -3.66 5.03 -4.14  O67 0.964
70 O -2.50 -3.47 -1.83  H71 0.964, H72 0.965
71 H -3.20 -4.02 -2.21  O70 0.964
72 H -2.24 -3.95 -1.03  O70 0.965
73 O 2.20 -1.22 7.73  H74 0.963, H75 0.964
74 H 2.50 -1.77 6.99  O73 0.963
75 H 1.66 -1.83 8.25  O73 0.964
76 O 2.66 -6.31 -0.28  H77 0.963, H78 0.963
77 H 2.63 -5.67 0.44  O76 0.963
78 H 3.60 -6.39 -0.48  O76 0.963
79 O -4.27 1.22 0.30  H80 0.965, H81 0.967
80 H -4.65 0.34 0.44  O79 0.965
81 H -4.22 1.60 1.19  O79 0.967

Spin multiplicity   1
Net charge   +1

---

# 2
C18H39BrN2O6P | ωB97M-V/def2-TZVPD

Each atom is followed by the atoms it is bonded to, with distances in Å.
Geometry (Å):
1 N 2.87 1.12 3.69  C2 1.475, H17 1.010, H18 1.011
2 C 2.51 0.64 2.35  N1 1.475, C3 1.541, H19 1.087, H20 1.079
3 C 1.59 -0.59 2.33  C2 1.541, C4 1.520, H21 1.083, H22 1.081
4 C 1.25 -1.23 3.67  C3 1.520, C5 1.525, H23 1.081, H24 1.084
5 C 0.36 -0.45 4.64  C4 1.525, C6 1.563, H25 1.083, H26 1.086
6 C -1.06 -0.05 4.11  C5 1.563, C7 1.519, C11 1.478, C16 1.543
7 C -1.83 -1.32 3.78  C6 1.519, C8 1.506, H27 1.084, H28 1.079
8 C -3.27 -1.01 3.47  C7 1.506, O9 1.220, Br10 1.935
9 O -3.91 -0.14 4.04  C8 1.220
10 Br -4.03 -2.07 2.05  C8 1.935
11 C -1.63 0.65 5.27  C6 1.478, N12 1.269, H29 1.077
12 N -1.85 1.89 5.10  C11 1.269, C13 1.480, H30 1.012
13 C -1.61 2.35 3.71  N12 1.480, P14 1.875, C16 1.542, H31 1.079
14 P -3.26 3.01 3.12  C13 1.875, O15 1.470, H32 1.404, H33 1.408
15 O -3.38 4.43 3.48  P14 1.470
16 C -1.10 1.06 3.04  C6 1.543, C13 1.542, H34 1.081, H35 1.085
17 H 3.71 1.67 3.64  N1 1.010
18 H 2.17 1.79 3.98  N1 1.011
19 H 2.08 1.44 1.75  C2 1.087
20 H 3.43 0.38 1.84  C2 1.079
21 H 2.11 -1.36 1.77  C3 1.083
22 H 0.70 -0.39 1.75  C3 1.081
23 H 2.17 -1.44 4.21  C4 1.081
24 H 0.77 -2.17 3.46  C4 1.084
25 H 0.85 0.44 5.02  C5 1.083
26 H 0.20 -1.09 5.49  C5 1.086
27 H -1.81 -2.02 4.61  C7 1.084
28 H -1.38 -1.78 2.91  C7 1.079
29 H -1.78 0.18 6.23  C11 1.077
30 H -2.18 2.50 5.84  N12 1.012
31 H -0.90 3.17 3.71  C13 1.079
32 H -4.17 2.16 3.77  P14 1.404
33 H -3.34 2.73 1.74  P14 1.408
34 H -0.15 1.29 2.58  C16 1.081
35 H -1.75 0.80 2.20  C16 1.085
36 C 4.15 -0.56 -1.05  O37 1.419, H42 1.090, H43 1.091, H44 1.096
37 O 3.26 0.54 -0.96  C36 1.419, C38 1.423
38 C 3.73 1.71 -1.61  O37 1.423, C39 1.511, H45 1.093, H46 1.095
39 C 3.07 1.91 -2.95  C38 1.511, O40 1.416, H47 1.094, H48 1.095
40 O 3.43 0.90 -3.87  C39 1.416, C41 1.417
41 C 2.44 -0.10 -4.04  O40 1.417, H49 1.095, H50 1.094, H51 1.088
42 H 3.64 -1.44 -0.68  C36 1.090
43 H 4.47 -0.73 -2.08  C36 1.091
44 H 5.04 -0.38 -0.43  C36 1.096
45 H 4.82 1.66 -1.73  C38 1.093
46 H 3.50 2.56 -0.97  C38 1.095
47 H 3.40 2.87 -3.37  C39 1.094
48 H 1.98 1.95 -2.83  C39 1.095
49 H 1.58 0.31 -4.59  C41 1.095
50 H 2.10 -0.50 -3.08  C41 1.094
51 H 2.87 -0.90 -4.63  C41 1.088
52 C -1.19 -0.15 -6.11  O53 1.417, H58 1.088, H59 1.092, H60 1.096
53 O -0.80 -1.40 -5.57  C52 1.417, C54 1.418
54 C -1.31 -1.63 -4.26  O53 1.418, C55 1.512, H61 1.095, H62 1.096
55 C -2.50 -2.56 -4.29  C54 1.512, O56 1.416, H63 1.096, H64 1.093
56 O -3.62 -1.98 -4.93  C55 1.416, C57 1.419
57 C -3.82 -2.45 -6.25  O56 1.419, H65 1.095, H66 1.092, H67 1.088
58 H -0.90 -0.15 -7.16  C52 1.088
59 H -2.27 0.00 -6.04  C52 1.092
60 H -0.67 0.67 -5.60  C52 1.096
61 H -1.59 -0.68 -3.79  C54 1.095
62 H -0.51 -2.08 -3.67  C54 1.096
63 H -2.79 -2.79 -3.25  C55 1.096
64 H -2.22 -3.51 -4.77  C55 1.093
65 H -4.17 -3.48 -6.24  C57 1.095
66 H -2.91 -2.37 -6.85  C57 1.092
67 H -4.59 -1.82 -6.70  C57 1.088

Spin multiplicity   1
Net charge   +1

---

# 3
C18H39ClO38PS10 | ωB97M-V/def2-TZVPD

Each atom is followed by the atoms it is bonded to, with distances in Å.
Geometry (Å):
1 O -0.28 0.09 -0.16  S2 1.595, H6 0.977
2 S -1.32 0.86 -1.09  O1 1.595, P3 2.252, H7 1.349
3 P -3.24 0.43 0.00  S2 2.252, O4 1.604, Cl5 2.023
4 O -4.04 1.82 -0.11  P3 1.604, H8 0.968
5 Cl -4.29 -0.88 -1.12  P3 2.023
6 H -0.02 0.70 0.56  O1 0.977
7 H -1.27 0.18 -2.26  S2 1.349
8 H -3.74 2.37 -0.85  O4 0.968
9 C -5.79 -2.46 2.78  C10 1.511, O15 1.435, H16 1.093, H17 1.086
10 C -4.46 -2.03 2.18  C9 1.511, O11 1.423, H18 1.086, H19 1.091
11 O -3.77 -1.37 3.24  C10 1.423, S12 1.597
12 S -4.16 -2.05 4.63  O11 1.597, O13 1.419, O14 1.417, O15 1.608
13 O -3.16 -3.00 4.98  S12 1.419
14 O -4.56 -1.03 5.53  S12 1.417
15 O -5.44 -2.87 4.11  C9 1.435, S12 1.608
16 H -6.49 -1.63 2.84  C9 1.093
17 H -6.25 -3.28 2.23  C9 1.086
18 H -4.53 -1.33 1.36  C10 1.086
19 H -3.86 -2.89 1.87  C10 1.091
20 C -2.40 -5.22 -2.09  C21 1.514, O26 1.449, H27 1.084, H28 1.083
21 C -3.27 -6.46 -2.01  C20 1.514, O22 1.447, H29 1.085, H30 1.091
22 O -4.38 -6.04 -1.18  C21 1.447, S23 1.578
23 S -4.69 -4.51 -1.43  O22 1.578, O24 1.423, O25 1.423, O26 1.587
24 O -5.77 -4.39 -2.35  S23 1.423
25 O -4.72 -3.84 -0.18  S23 1.423
26 O -3.35 -4.13 -2.19  C20 1.449, S23 1.587
27 H -1.81 -5.08 -1.19  C20 1.084
28 H -1.74 -5.22 -2.95  C20 1.083
29 H -2.76 -7.30 -1.55  C21 1.085
30 H -3.65 -6.75 -2.98  C21 1.091
31 C 1.38 0.20 4.91  C32 1.512, O37 1.444, H38 1.091, H39 1.086
32 C 0.78 1.42 4.24  C31 1.512, O33 1.449, H40 1.085, H41 1.091
33 O 0.27 0.92 2.98  C32 1.449, S34 1.602
34 S -0.23 -0.59 3.18  O33 1.602, O35 1.417, O36 1.426, O37 1.578
35 O -1.64 -0.60 3.35  S34 1.417
36 O 0.38 -1.37 2.16  S34 1.426
37 O 0.47 -0.87 4.57  C31 1.444, S34 1.578
38 H 2.36 -0.04 4.49  C31 1.091
39 H 1.45 0.31 5.98  C31 1.086
40 H 1.51 2.21 4.08  C32 1.085
41 H -0.06 1.82 4.82  C32 1.091
42 C 6.12 2.56 4.47  C43 1.508, O48 1.443, H49 1.087, H50 1.082
43 C 5.17 1.49 4.93  C42 1.508, O44 1.443, H51 1.086, H52 1.090
44 O 4.33 2.15 5.91  C43 1.443, S45 1.599
45 S 4.15 3.69 5.49  O44 1.599, O46 1.426, O47 1.414, O48 1.590
46 O 2.91 3.80 4.79  S45 1.426
47 O 4.45 4.51 6.59  S45 1.414
48 O 5.32 3.76 4.41  C42 1.443, S45 1.590
49 H 6.92 2.71 5.19  C42 1.087
50 H 6.54 2.35 3.50  C42 1.082
51 H 5.67 0.64 5.38  C43 1.086
52 H 4.53 1.15 4.12  C43 1.090
53 C -5.74 -1.60 -4.65  C54 1.511, O59 1.433, H60 1.092, H61 1.087
54 C -5.68 -3.04 -5.08  C53 1.511, O55 1.438, H62 1.083, H63 1.093
55 O -6.57 -3.11 -6.21  C54 1.438, S56 1.592
56 S -6.53 -1.73 -7.01  O55 1.592, O57 1.421, O58 1.415, O59 1.607
57 O -5.64 -1.85 -8.10  S56 1.421
58 O -7.86 -1.26 -7.18  S56 1.415
59 O -5.81 -0.86 -5.87  C53 1.433, S56 1.607
60 H -6.64 -1.39 -4.07  C53 1.092
61 H -4.87 -1.30 -4.08  C53 1.087
62 H -6.00 -3.72 -4.30  C54 1.083
63 H -4.68 -3.32 -5.42  C54 1.093
64 C 9.95 6.73 5.28  C65 1.514, O70 1.436, H71 1.091, H72 1.086
65 C 8.46 6.96 5.14  C64 1.514, O66 1.437, H73 1.086, H74 1.091
66 O 7.94 5.66 4.81  C65 1.437, S67 1.596
67 S 8.81 4.53 5.52  O66 1.596, O68 1.419, O69 1.420, O70 1.592
68 O 8.15 4.13 6.72  S67 1.419
69 O 9.21 3.58 4.54  S67 1.420
70 O 10.06 5.44 5.92  C64 1.436, S67 1.592
71 H 10.45 6.67 4.31  C64 1.091
72 H 10.44 7.48 5.90  C64 1.086
73 H 8.22 7.67 4.36  C65 1.086
74 H 8.01 7.27 6.09  C65 1.091
75 C 2.80 -4.56 0.55  C76 1.513, O81 1.439, H82 1.091, H83 1.086
76 C 2.18 -3.30 0.00  C75 1.513, O77 1.442, H84 1.086, H85 1.092
77 O 2.04 -3.57 -1.41  C76 1.442, S78 1.598
78 S 1.74 -5.12 -1.64  O77 1.598, O79 1.427, O80 1.414, O81 1.589
79 O 0.34 -5.31 -1.79  S78 1.427
80 O 2.65 -5.62 -2.61  S78 1.414
81 O 2.16 -5.62 -0.19  C75 1.439, S78 1.589
82 H 3.87 -4.61 0.35  C75 1.091
83 H 2.62 -4.69 1.61  C75 1.086
84 H 2.80 -2.42 0.15  C76 1.086
85 H 1.19 -3.12 0.42  C76 1.092
86 C -5.98 1.19 -9.40  C87 1.511, O92 1.434, H93 1.092, H94 1.083
87 C -5.12 1.96 -8.42  C86 1.511, O88 1.432, H95 1.086, H96 1.093
88 O -5.20 3.31 -8.87  C87 1.432, S89 1.606
89 S -6.64 3.58 -9.52  O88 1.606, O90 1.419, O91 1.416, O92 1.598
90 O -7.47 4.20 -8.54  S89 1.419
91 O -6.45 4.16 -10.80  S89 1.416
92 O -7.09 2.06 -9.67  C86 1.434, S89 1.598
93 H -5.45 1.00 -10.33  C86 1.092
94 H -6.33 0.24 -8.99  C86 1.083
95 H -4.09 1.62 -8.41  C87 1.086
96 H -5.53 1.91 -7.41  C87 1.093
97 C 4.66 3.38 -0.19  C98 1.515, O103 1.440, H104 1.091, H105 1.086
98 C 5.27 2.45 -1.22  C97 1.515, O99 1.437, H106 1.086, H107 1.092
99 O 5.72 1.33 -0.45  C98 1.437, S100 1.589
100 S 4.74 1.09 0.78  O99 1.589, O101 1.421, O102 1.420, O103 1.595
101 O 3.80 0.07 0.45  S100 1.421
102 O 5.52 1.01 1.96  S100 1.420
103 O 3.99 2.50 0.73  C97 1.440, S100 1.595
104 H 5.42 3.93 0.36  C97 1.091
105 H 3.95 4.08 -0.62  C97 1.086
106 H 6.11 2.90 -1.74  C98 1.086
107 H 4.53 2.11 -1.94  C98 1.092

Spin multiplicity   1
Net charge   +1

---

In order of appearance, LUMO energy = -2.096; -4.119; -5.071 eV.
In order of appearance, DFT total energy = -211233.3589; -113885.7352; -227251.3885 eV.
In order of appearance, M = 798.29; 490.40; 1250.57 g mol⁻¹.